1.
Below is a molecular structure, CH4O3S, with properties calculated with ωB97M-V/def2-TZVPD.

HOMO-LUMO gap: 0.349 Ha
E_HOMO: -9.620 eV
E_LUMO: -0.14 eV

```
! RIJCOSX wB97M-V def2-TZVPD def2/J DEFGRID3
* xyz 0 1
C -0.988 -0.183 0.191
O -1.345 -0.978 -0.650
O -0.795 1.093 -0.205
O -0.832 -0.540 1.458
S 1.941 -0.843 0.090
H 1.358 0.748 -0.387
H -0.991 1.143 -1.111
H -0.683 0.362 1.866
H 2.335 -0.803 -1.252
*
```

---

2.
Below is CH4O3S in the gas phase, with properties calculated with ωB97M-V/def2-TZVPD.

HOMO-LUMO gap (alpha / beta): 0.304 / 0.284 Ha
E_HOMO (alpha / beta): -7.478 / -9.940 eV
E_LUMO (alpha / beta): 0.78 / -2.23 eV

```
! RIJCOSX wB97M-V def2-TZVPD def2/J DEFGRID3
* xyz 0 3
C 0.489 0.028 -1.365
O -1.636 -1.004 -0.062
O -0.429 0.537 2.344
O 0.340 -0.001 1.123
S -0.892 0.183 -0.055
H 1.304 0.602 -1.209
H 0.020 0.612 -2.177
H 0.810 -0.996 -1.698
H -0.005 0.039 3.099
*
```

---

Calculated energy relative to the best compared isomer or geometry (same formula, charge and spin), 1.6772, 3.1838 eV (same order as the records).